Entry 1:
Entry from OMol25: a cluster of 2 separate species, C6H12NO3 in total at a distorted geometry (ωB97M-V with the def2-TZVPD basis set).

Frontier orbital gap ... 0.2434 hartree
Relative energy (zero: lowest compared OMol25 entry of this formula, charge and spin) ... 31.0 kcal/mol
Charge ... -1
E_tot ... -14050.6737 eV
LUMO level ... 3.1 eV

XYZ file:
```
22
Properties=species:S:1:pos:R:3:forces:R:3
C 0.351765 -1.618652 -0.524176 -1.8629 -0.6318 0.5948
C 0.049873 -1.970402 -1.970218 1.1596 0.2052 -0.6231
C -0.567075 -2.461423 0.475162 0.9104 -0.2262 -0.0749
O -1.187843 -3.428138 -0.011673 -0.1948 0.0604 0.0209
O -0.504954 -2.074455 1.662080 -0.0836 0.0356 0.0184
H 1.373022 -1.764382 -0.174809 0.1220 0.1947 -0.2449
H -0.031163 -0.626907 -0.300108 0.4395 0.2107 -0.0377
H -0.978337 -2.270429 -2.111617 -0.2698 0.0417 0.1730
H 0.663976 -2.800831 -2.332662 -0.0631 -0.1234 0.1463
H 0.285484 -1.138694 -2.654831 -0.1364 0.0041 0.0993
C 0.923958 1.942031 -0.644071 0.2243 -0.6590 0.9882
C 2.211515 2.419168 0.035241 0.1628 -0.3156 -0.5925
C -0.325989 2.076207 0.203664 -0.6311 0.2159 -0.2398
O -1.330201 1.433815 -0.007202 0.0117 -0.0248 -0.3665
N -0.370709 3.067341 1.155451 0.0855 0.4177 0.1073
H 0.729711 2.407207 -1.604589 -0.0800 0.3356 -0.0159
H 1.065769 0.881064 -0.851978 -0.4066 0.0672 -0.0912
H 2.820270 1.538327 0.243739 0.2208 0.1867 -0.0979
H 2.074917 2.892986 0.997398 -0.0433 0.3066 0.0431
H -1.280798 3.369867 1.451383 -0.0921 -0.3678 0.1607
H 0.406801 3.556671 1.549095 0.1758 -0.0206 -0.2657
H 2.731002 3.084334 -0.651772 0.3514 0.0870 0.2984
```
Positions in Å, forces in eV/Å.

Entry 2:
Entry from OMol25: a cluster of 2 separate species, C6H12NO3 in total at a distorted geometry (ωB97M-V with the def2-TZVPD basis set).

Frontier orbital gap (spin up / spin down) ... 0.2927 / 0.1361 hartree
Relative energy (zero: lowest compared OMol25 entry of this formula, charge and spin) ... 122.4 kcal/mol
<S²> ... 0.753
Spin multiplicity ... 2
E_tot ... -14042.3579 eV
LUMO level (spin up / spin down) ... -0.1 / -4.3 eV

XYZ file:
```
22
Properties=species:S:1:pos:R:3:forces:R:3
N 1.714078 2.266011 1.802050 0.5117 0.4413 1.2632
O 2.850032 1.897573 2.190741 -1.1906 0.1036 -0.6606
O 1.276690 1.880279 0.666013 -0.2240 -0.3160 -0.0746
O 1.012388 3.023931 2.515675 0.4221 -0.8736 -0.9407
C 0.551487 -1.002499 -2.015621 -0.2199 0.0670 -0.3231
C -0.446428 -0.418356 -1.064637 -0.2057 0.5349 -3.4036
C -0.299780 -0.559137 0.264867 0.8136 0.1739 3.8277
C -1.303724 0.002222 1.219459 0.0241 -0.3390 0.3460
C 0.856637 -1.312280 0.842418 -0.2122 -0.1984 0.3948
C -1.615781 0.316183 -1.638326 0.0717 -0.1136 -0.3534
H 0.250076 -0.782412 -3.042350 0.1486 -0.0891 0.1487
H 1.564951 -0.602464 -1.866368 -0.2423 -0.0154 0.2110
H 0.622199 -2.097166 -1.913255 -0.0155 0.2622 0.1330
H -1.027265 -0.278154 2.242229 -0.1587 0.2419 -0.2750
H -1.376921 1.096785 1.166542 0.2153 -0.1667 -0.1362
H -2.308209 -0.397054 1.018665 0.1336 0.0433 -0.0852
H 0.750283 -1.358127 1.933471 0.2126 0.0157 -0.3795
H 0.889065 -2.343822 0.460583 -0.0471 0.1778 -0.0388
H 1.826721 -0.852313 0.606351 -0.3027 0.1169 -0.0429
H -1.550835 0.313490 -2.727264 -0.0992 0.0666 0.1417
H -2.570350 -0.153851 -1.357752 0.2268 0.0737 0.0944
H -1.665315 1.361161 -1.303492 0.1378 -0.2071 0.1532
```
Positions in Å, forces in eV/Å.

Entry 3:
Entry from OMol25: a structure of composition C6H12NO3 at a distorted geometry (ωB97M-V with the def2-TZVPD basis set).

Frontier orbital gap ... 0.3967 hartree
Relative energy (zero: lowest compared OMol25 entry of this formula, charge and spin) ... 22.7 kcal/mol
Charge ... +1
E_tot ... -14040.7503 eV
LUMO level ... -3.4 eV

XYZ file:
```
22
Properties=species:S:1:pos:R:3:forces:R:3
C -1.297043 -0.687425 1.019910 -0.1601 -0.0792 0.0366
C 0.315011 0.552744 -0.600610 -0.8713 -2.5320 3.0193
C -0.413113 1.447735 0.493084 2.2017 -1.7717 -1.0579
C -0.001910 -1.109971 0.348944 0.8056 3.3372 -2.1053
C -1.008559 2.710692 -0.086289 1.4158 -0.0148 -0.2040
C 1.201193 -1.557216 1.199902 -1.1505 -0.9453 -0.0367
N -0.356115 -2.004622 -0.855074 -0.8787 -1.3724 2.1763
O -2.095931 -1.481190 1.430452 0.0873 0.3194 -0.1950
O -1.510422 0.647500 1.006431 0.4474 -0.4483 0.2699
O -0.192810 0.371088 -1.897472 -0.5830 1.0160 1.1055
H 1.385455 0.713632 -0.570989 0.1127 -0.0517 -0.4699
H 0.428753 1.538726 1.305790 -1.8717 0.2387 -1.2564
H -0.869845 2.850289 -1.201956 -0.7380 -0.4355 1.2701
H -0.496960 3.536696 0.354369 0.3582 0.7856 0.2162
H -1.971281 2.702623 0.357041 -1.3874 0.5125 -0.5368
H 1.117689 -1.565532 2.322454 -0.5195 -0.1122 -1.2704
H 2.047692 -0.963178 0.967651 0.8601 0.5813 -0.2908
H 1.393627 -2.565668 0.807763 0.4136 0.0330 0.7465
H 0.255707 -2.904742 -0.893688 -1.4830 2.0295 -0.2656
H -0.274402 -1.314293 -1.621318 0.2057 -0.4516 -0.8183
H -1.413175 -2.231657 -0.770976 2.0954 -0.1827 -0.1327
H -1.045985 0.864380 -1.954164 0.6397 -0.4557 -0.2005
```
Positions in Å, forces in eV/Å.

Entry 4:
Entry from OMol25: the ion C6H12NO3 with charge +1 at a distorted geometry (ωB97M-V with the def2-TZVPD basis set).

Frontier orbital gap (spin up / spin down) ... 0.2881 / 0.2835 hartree
Relative energy (zero: lowest compared OMol25 entry of this formula, charge and spin) ... 90.1 kcal/mol
Charge ... +1
E_tot ... -14037.8294 eV
LUMO level (spin up / spin down) ... -3.7 / -3.7 eV

XYZ file:
```
22
Properties=species:S:1:pos:R:3:forces:R:3
C -1.003051 2.646695 -1.114028 -0.2135 -0.0420 0.0256
C 0.660151 -0.328534 0.712260 1.4397 0.2166 2.0800
C -0.770434 0.270505 -1.165460 0.1307 -0.2580 -0.5373
C 0.615567 0.236403 -0.689945 1.6688 2.2093 -0.3344
C -0.158530 -1.589753 0.591231 0.7214 -0.7644 -0.9400
C 0.139354 0.711770 1.747272 -2.0474 -4.0488 0.9130
N 0.336158 -2.641717 -0.067399 -2.1808 -0.4091 1.5748
O -1.325786 1.405329 -1.458359 -0.4712 3.3841 -0.0866
O 1.362081 -0.642578 -1.439388 2.6445 -1.3821 -1.5857
O -1.393364 -1.718502 0.957354 -1.7320 1.5547 2.2015
H -0.212763 2.821788 -0.348297 -0.8417 -0.1102 -0.8028
H -1.589531 3.468170 -1.616474 0.7345 -1.3333 0.7627
H 1.791486 -0.650351 0.995758 -2.6097 0.7765 -0.4963
H -1.034245 -0.382089 -1.953517 -0.2259 -1.2688 -0.3852
H 1.123984 1.286587 -0.913497 -1.1780 -1.4525 1.3955
H -0.858204 1.137376 1.539925 0.2877 -0.3896 -0.2095
H 0.815910 1.457263 1.649195 2.0957 2.5365 0.5525
H 0.101207 0.186184 2.765125 0.2857 1.2860 -1.1850
H -0.303199 -3.496869 -0.079736 1.4956 1.4964 -0.3110
H 1.267131 -2.624377 -0.482541 -0.6445 -0.0209 0.1541
H 2.328984 -0.579951 -1.175621 -1.7036 0.1329 -0.6276
H -1.892908 -0.973350 1.546142 2.3439 -2.1133 -2.1583
```
Positions in Å, forces in eV/Å.

Entry 5:
Entry from OMol25: a structure of composition C6H12NO3S at a distorted geometry (ωB97M-V with the def2-TZVPD basis set).

Frontier orbital gap (spin up / spin down) ... 0.1922 / 0.3192 hartree
<S²> ... 2.011
Charge ... -1
Spin multiplicity ... 3
E_tot ... -24881.9614 eV
LUMO level (spin up / spin down) ... 3.5 / 3.2 eV

XYZ file:
```
23
Properties=species:S:1:pos:R:3:forces:R:3
C -2.397742 1.406722 0.325911 2.0763 2.2889 1.0199
C 0.670251 -1.281160 0.720180 1.4630 0.4985 -2.1177
C 1.161366 -0.319184 -1.627999 -3.5433 0.7724 0.8572
C 2.549580 0.504077 0.364379 -1.4263 -0.3574 -0.7656
C 0.009823 0.991577 0.188981 2.8219 -3.7206 0.9315
C 1.149511 -0.105571 -0.111892 -2.5899 2.9438 1.4044
N -1.197702 0.726632 0.697616 -1.7188 0.9117 -0.0016
O -2.945394 -1.219233 1.236482 0.1041 -0.0716 0.5234
O -2.393464 2.358010 -0.479993 -0.6320 -1.5813 0.8799
O -2.410699 -1.268293 -1.230131 -1.3376 1.0246 1.8880
S -3.278736 -0.669671 -0.103605 -0.3305 -2.4998 -3.4232
H -3.014935 1.292913 1.257963 -0.5858 0.5325 -0.9886
H -0.043635 -1.884672 0.275551 -1.9418 -0.6173 -1.2915
H 0.325584 -1.033871 1.645087 -0.8968 1.0645 2.6381
H 1.421996 -1.960959 0.863661 2.5110 -1.7877 0.5480
H 1.142735 0.562072 -2.224759 0.5980 1.4571 0.0536
H 0.215416 -0.733587 -2.042221 0.5046 -0.5754 0.8489
H 1.968961 -0.850514 -1.894505 2.9350 -2.3329 -1.2472
H 2.877002 1.119683 -0.545136 0.0854 -0.5954 1.7418
H 3.118435 -0.422678 0.491102 0.7820 0.4654 -0.0859
H 2.501841 1.061740 1.362766 -0.0200 -0.6341 -1.6475
H 0.103710 1.801764 -0.377153 -0.0441 3.4885 -2.2278
H -1.533907 -0.075794 1.207705 1.1856 -0.6744 0.4620
```
Positions in Å, forces in eV/Å.

Entry 6:
Entry from OMol25: the ion C6H12NOS with charge -1 at a distorted geometry (ωB97M-V with the def2-TZVPD basis set).

Frontier orbital gap (spin up / spin down) ... 0.2022 / 0.2120 hartree
Relative energy (zero: lowest compared OMol25 entry of this formula, charge and spin) ... 71.3 kcal/mol
Charge ... -1
E_tot ... -20786.6837 eV
LUMO level (spin up / spin down) ... 3.5 / 3.5 eV

XYZ file:
```
21
Properties=species:S:1:pos:R:3:forces:R:3
C -1.727966 0.376711 0.394261 0.0505 0.0654 0.6194
C -0.722344 0.090785 1.520603 0.3301 0.0934 -0.1275
C 1.065656 0.603355 -0.599423 -0.5433 -0.0245 0.2695
C -0.555030 -1.394131 1.813032 0.0776 -0.0524 0.0461
C 1.485271 -0.734055 -1.043524 -0.2705 -0.2084 -0.0678
C 1.150716 1.792612 -1.504402 -0.0048 -0.0760 -0.0286
N -1.381041 -0.010706 -0.957696 1.0439 -0.3839 -0.8618
O -1.202426 -1.278713 -1.157959 -0.7897 0.6530 0.4793
S 0.903691 0.890667 1.107280 -0.3334 -0.0003 0.1007
H -2.670419 -0.107104 0.699276 -0.0351 -0.0333 -0.1377
H -1.893123 1.461439 0.345360 -0.0169 -0.1713 0.0661
H -1.047026 0.604284 2.437587 -0.0057 0.0159 -0.0789
H -1.452549 -1.785784 2.296861 -0.0995 -0.0934 -0.0060
H 0.295575 -1.559949 2.474795 -0.0053 0.0088 0.0765
H -0.399037 -1.934816 0.883388 -0.0137 -0.0399 0.0112
H 0.550529 -1.339042 -1.226909 0.3243 0.0545 -0.0389
H 2.055542 -1.269711 -0.282585 0.1404 0.0114 0.0201
H 2.041112 -0.714721 -1.982421 0.1328 0.0283 -0.1126
H 1.064392 2.712543 -0.926685 -0.0023 0.0737 -0.0421
H 0.338443 1.778630 -2.235947 -0.0323 0.0337 -0.1322
H 2.100032 1.817706 -2.054893 0.0530 0.0455 -0.0547
```
Positions in Å, forces in eV/Å.

> Which value of E_tot does entry 6 give?

-20786.6837 eV

> The lowest E_tot belongs to which entry?

C6H12NO3S